ORCA calculation (ωB97M-V/def2-TZVPD) on C30H90MnN6O21 as an isolated structure in a non-equilibrium geometry.

Properties
⟨S²⟩: 3.797
Gap between HOMO and LUMO (alpha / beta) (eV): 6.0 / 2.0
HOMO level (alpha / beta) (eV): -12.09 / -11.97
Energy (Eh): -4255.77812
Strongest force on any atom (eV Å⁻¹): 6.38

Structure (ORCA input):
```
! wB97M-V def2-TZVPD RIJCOSX def2/J DEFGRID3
* xyz 2 4
Mn -2.1126 -2.3439 -4.8135
C 0.4834 0.3185 -2.8373
C 0.5338 0.6604 -1.5312
C -0.4313 0.0762 -0.4892
O -0.3829 0.3575 0.7776
C -1.4950 -0.7427 -0.8690
C -1.5891 -1.1043 -2.2476
C -0.5050 -0.6429 -3.2376
O -0.7016 -1.0890 -4.4047
O -2.4290 -1.8323 -2.8822
O 1.3187 1.6978 -1.3311
H 1.0801 0.7512 -3.6267
H -2.2667 -1.0173 -0.1651
C 3.9181 -1.3877 -6.6974
C 2.7281 -2.1784 -6.0345
C 2.5829 -1.7996 -4.4755
O 3.7799 -1.9641 -3.6944
C 3.5488 -1.6481 -2.3343
N 1.5509 -1.8638 -6.8125
H 4.9105 -1.5311 -6.2699
H 3.6639 -0.3464 -6.4998
H 3.8626 -1.4501 -7.7842
H 2.9059 -3.2407 -6.2018
H 1.7246 -2.3075 -4.0355
H 2.3286 -0.7398 -4.4868
H 4.4864 -1.5729 -1.7836
H 2.8711 -2.3776 -1.8907
H 3.0416 -0.6838 -2.3044
H 1.5270 -0.8582 -6.7213
H 1.7928 -1.8744 -7.7930
C 0.3638 -1.8751 4.7747
C -0.6747 -2.4291 3.8129
C -1.7054 -3.3938 4.5026
O -2.1405 -4.4638 3.6903
C -2.5036 -5.6680 4.3396
N -1.3081 -1.3038 3.1138
H 1.2601 -1.5862 4.2258
H 0.6737 -2.6331 5.4940
H 0.0726 -1.0731 5.4530
H -0.2540 -3.0959 3.0602
H -2.6103 -2.8334 4.7372
H -1.1457 -3.7141 5.3814
H -2.5867 -6.5020 3.6428
H -3.4953 -5.5963 4.7864
H -1.7925 -6.0055 5.0936
H -1.7875 -0.6629 3.7299
H -0.7798 -0.7279 2.4741
C 4.2688 4.7985 5.1769
C 3.3449 3.8498 5.9097
C 3.1915 2.4517 5.3242
O 2.3704 2.4549 4.1984
C 1.6915 1.1926 3.8925
N 3.7723 3.8299 7.3202
H 5.3208 4.6428 5.4160
H 4.0806 5.8110 5.5339
H 4.0792 4.9549 4.1150
H 2.3504 4.2874 5.8227
H 2.6745 1.7258 5.9518
H 4.1453 2.0167 5.0255
H 2.3913 0.3631 3.9948
H 1.3847 1.2568 2.8486
H 0.8488 1.0380 4.5664
H 3.1439 3.4440 8.0103
H 3.8706 4.7995 7.5853
C 6.0617 0.6273 1.6211
C 4.5223 0.9304 1.6225
C 4.0218 2.3962 1.5582
O 4.4270 2.9152 0.2976
C 3.9874 4.2191 -0.0175
N 4.0312 0.1749 0.4761
H 6.7361 1.1722 2.2816
H 6.4195 1.0008 0.6616
H 6.2433 -0.4017 1.9314
H 4.0650 0.5031 2.5149
H 4.4371 2.9701 2.3865
H 2.9337 2.3402 1.5240
H 2.8984 4.2270 0.0300
H 4.2566 4.4890 -1.0386
H 4.2949 5.0337 0.6382
H 4.7097 0.3426 -0.2530
H 3.2269 0.6999 0.1637
C -6.5529 -3.3863 0.3011
C -6.6464 -1.9327 0.5201
C -5.2296 -1.4211 0.7264
O -5.3088 -0.0278 1.0885
C -4.2390 0.4557 1.8640
N -7.2614 -1.4239 -0.6835
H -7.5682 -3.7075 0.0687
H -6.0981 -3.8432 1.1800
H -5.9000 -3.6840 -0.5194
H -7.2028 -1.6245 1.4053
H -4.5977 -1.5344 -0.1545
H -4.6828 -1.9816 1.4847
H -3.3304 0.1167 1.3664
H -4.2671 0.0618 2.8799
H -4.2592 1.5455 1.8729
H -8.2171 -1.7187 -0.8245
H -7.3497 -0.4458 -0.4473
C -1.9599 3.3134 2.7425
C -1.5386 3.8227 1.3594
C -1.6104 5.3932 1.2868
O -2.9723 5.7527 1.1197
C -3.1781 7.1430 1.2956
N -0.2363 3.2843 1.1053
H -2.1051 2.2401 2.8661
H -2.8808 3.7218 3.1589
H -1.1691 3.4858 3.4725
H -2.3672 3.4510 0.7565
H -1.0884 5.7549 0.4009
H -1.1253 5.7542 2.1936
H -4.2453 7.3376 1.4018
H -2.8660 7.5513 0.3344
H -2.7523 7.6195 2.1786
H -0.3221 2.2943 1.2859
H -0.0982 3.2535 0.1053
O -0.5870 -3.1783 -5.9007
H 0.2124 -2.7316 -6.1795
H -0.3920 -4.1092 -6.0091
O 0.2895 -3.4278 -0.5164
H 0.8737 -3.0194 0.1224
H -0.5598 -3.4639 -0.0762
O -2.2391 -1.1515 -6.4129
H -2.4392 -0.2250 -6.2794
H -2.2531 -1.2655 -7.3632
O 1.8122 -1.8533 1.0556
H 1.1300 -1.1841 1.0008
H 2.6176 -1.3622 1.2179
O 1.3302 0.8351 -6.3218
H 1.6123 1.5433 -5.7429
H 1.7336 1.0397 -7.1654
O -0.1296 -3.5652 -3.2312
H 0.1318 -3.4659 -2.3158
H 0.4379 -4.2581 -3.5691
O -4.0492 -2.1740 -4.7949
H -4.5285 -2.3204 -5.6104
H -4.7306 -2.0870 -4.1283
O -2.2979 -3.5234 1.0060
H -1.9478 -2.6568 1.2126
H -2.3672 -3.9626 1.8537
O -2.4813 -4.1423 -4.0649
H -2.4750 -4.3313 -3.1265
H -2.8062 -4.9466 -4.4695
O 4.3153 1.6639 -2.1509
H 4.4809 2.2163 -1.3869
H 3.3615 1.6424 -2.2292
O -3.0927 0.4789 -4.5888
H -2.7623 1.1998 -5.1248
H -3.4873 0.9063 -3.8287
*
```